--- P ---
Formula: C9H14O
Source: the Open Molecules 2025 dataset
Level of theory: ωB97M-V/def2-TZVPD

Structure (ORCA input):
```
! RIJCOSX wB97M-V def2-TZVPD def2/J DEFGRID3
* xyz -1 2
O 2.24 0.85 -1.33
C -1.22 -1.52 -1.34
C 1.24 -1.26 -1.09
C -1.29 -0.25 -1.91
C 0.86 2.26 3.58
C 0.03 -2.04 -0.88
C 0.89 1.46 2.29
C 1.09 0.04 -1.36
C -2.48 -2.35 -1.46
C -0.14 0.53 -1.91
H 0.09 1.64 1.54
H -0.06 2.27 4.09
H 0.80 0.44 2.36
H 1.96 1.73 1.90
H -3.31 -1.79 -2.18
H 1.63 1.77 4.18
H -2.13 -3.30 -2.08
H 2.26 -1.72 -0.89
H -2.28 0.10 -2.24
H -3.00 -2.63 -0.59
H 2.10 1.79 -1.45
H 0.10 -3.04 -0.46
H -0.33 1.59 -2.14
H 0.96 3.42 3.39
*
```

Summary:
HOMO (alpha / beta) ... 0.02921 / -0.11600 Eh

--- Q ---
Formula: C9H14O
Source: the Open Molecules 2025 dataset
Level of theory: ωB97M-V/def2-TZVPD

Structure (ORCA input):
```
! RIJCOSX wB97M-V def2-TZVPD def2/J DEFGRID3
* xyz -1 2
O 1.47 -2.29 0.03
C 2.63 1.41 -1.80
C -1.58 -0.60 0.03
C 1.33 1.24 -2.67
C 0.44 -1.75 0.57
C -0.71 -0.25 2.25
C -0.55 -1.43 -0.35
C -1.65 0.09 1.21
C 0.32 -1.10 1.87
C -2.91 0.73 1.62
H 1.59 1.11 -3.70
H -1.04 -0.10 3.28
H -2.91 1.73 1.15
H -3.77 0.14 1.48
H -2.45 -0.67 -0.62
H 2.26 1.88 -0.89
H -3.04 1.00 2.76
H 3.01 0.33 -1.50
H 1.22 -1.16 2.60
H 0.78 0.35 -2.25
H 3.48 1.87 -1.98
H 2.12 -2.70 0.72
H 0.56 2.04 -2.40
H -0.60 -1.87 -1.41
*
```

Summary:
HOMO (alpha / beta) ... 0.03613 / -0.12240 Eh

The winner here is P, beating the second structure by 0.841 eV.

--- P ---
Formula: CH6N2
Source: the Open Molecules 2025 dataset
Level of theory: ωB97M-V/def2-TZVPD

Structure (ORCA input):
```
! RIJCOSX wB97M-V def2-TZVPD def2/J DEFGRID3
* xyz 0 1
N 1.76 -0.78 1.20
N 1.61 0.32 0.79
C -1.32 0.68 -0.98
H 1.98 -1.13 2.22
H -0.68 0.82 -0.09
H -2.37 0.51 -0.65
H -1.17 -0.24 -1.56
H -1.34 1.55 -1.58
H 1.53 -1.72 0.66
*
```

Summary:
HOMO ... -0.30497 Eh

--- Q ---
Formula: CH6N2
Source: the Open Molecules 2025 dataset
Level of theory: ωB97M-V/def2-TZVPD

Structure (ORCA input):
```
! RIJCOSX wB97M-V def2-TZVPD def2/J DEFGRID3
* xyz 0 1
N -0.27 0.74 0.28
N -1.46 -0.01 -0.06
C 0.91 -0.22 -0.04
H 1.85 0.02 1.08
H -1.58 -0.55 -0.74
H 1.70 0.31 -0.99
H 0.73 -1.18 0.03
H -0.10 1.68 -0.46
H -1.78 -0.77 0.90
*
```

Summary:
HOMO ... -0.33992 Eh

The winner here is P, beating the second structure by 3.019 eV.

--- P ---
Formula: CH12N2O4
Source: the Open Molecules 2025 dataset
Level of theory: ωB97M-V/def2-TZVPD

Structure (ORCA input):
```
! RIJCOSX wB97M-V def2-TZVPD def2/J DEFGRID3
* xyz 0 1
O -0.35 -0.20 3.73
O 2.75 1.79 -1.14
O -3.17 0.24 1.29
O 2.54 -0.69 -1.66
N -1.31 0.36 -1.36
N -0.70 -1.14 0.26
C -0.64 -0.82 -1.03
H -1.19 0.76 -2.23
H -0.39 -1.52 -1.78
H 3.07 -1.35 -1.99
H 2.56 2.50 -0.47
H 3.13 -0.01 -1.27
H 1.89 1.47 -1.49
H -2.47 -0.30 0.91
H -3.74 -0.49 1.66
H -0.55 -2.12 0.45
H -0.60 0.03 2.76
H -1.13 1.06 -0.71
H 0.30 0.44 4.04
*
```

Summary:
SMILES ... [H]/N=C/N.O.O.O.O
HOMO ... -0.35822 Eh

--- Q ---
Formula: CH12N2O4
Source: the Open Molecules 2025 dataset
Level of theory: ωB97M-V/def2-TZVPD

Structure (ORCA input):
```
! RIJCOSX wB97M-V def2-TZVPD def2/J DEFGRID3
* xyz 0 1
O 2.10 -1.45 -0.36
O 2.56 0.95 1.60
O -1.03 -2.32 -0.92
O -3.45 0.05 -0.33
N 0.67 2.47 -0.21
N -0.14 0.33 0.27
C -0.32 1.58 0.09
H -0.82 -3.03 -1.55
H 1.73 -2.32 -0.18
H 0.51 3.41 0.09
H -0.93 -0.20 0.61
H -0.90 -2.78 -0.07
H 2.98 0.18 1.18
H -2.56 -0.02 -0.70
H -3.99 -0.47 -0.94
H 1.97 0.40 2.14
H 1.31 -0.90 -0.57
H 1.60 2.04 -0.22
H -1.30 2.07 0.07
*
```

Summary:
SMILES ... [H]/N=C/N.O.O.O.O
HOMO ... -0.34199 Eh

--- R ---
Formula: CH12N2O4
Source: the Open Molecules 2025 dataset
Level of theory: ωB97M-V/def2-TZVPD

Structure (ORCA input):
```
! RIJCOSX wB97M-V def2-TZVPD def2/J DEFGRID3
* xyz 0 1
O -0.07 1.88 -3.74
O -1.60 1.16 -0.94
O 1.40 0.24 2.95
O -0.89 1.34 1.82
N -0.17 -2.22 -1.01
N 1.26 -1.64 0.66
C 0.11 -2.17 0.23
H -1.08 -2.63 -1.07
H -0.48 1.36 -4.41
H -1.12 0.31 -1.19
H -1.00 1.01 0.94
H 0.78 1.56 -3.65
H 1.20 0.47 3.88
H 1.52 -1.50 1.62
H 0.71 0.73 2.50
H -0.64 -2.45 0.99
H 1.90 -1.48 -0.09
H -0.89 2.27 1.67
H -0.96 1.78 -1.14
*
```

Summary:
SMILES ... [H]/N=C/N.O.O.O.O
HOMO ... -0.33841 Eh

The winner here is R, beating the second structure by 0.106 eV.

--- P ---
Formula: C4H14NO3
Source: the Open Molecules 2025 dataset
Level of theory: ωB97M-V/def2-TZVPD

Structure (ORCA input):
```
! RIJCOSX wB97M-V def2-TZVPD def2/J DEFGRID3
* xyz -1 1
O 2.98 -1.34 1.45
O 4.00 -3.71 1.58
O 0.75 -0.30 1.57
N -1.98 0.79 -0.82
C -1.18 0.74 -2.08
C -0.05 -0.44 0.48
C -2.94 1.99 -0.88
C -1.00 0.81 0.39
H 0.57 -0.57 -0.38
H -1.63 1.03 1.21
H -0.48 -0.05 -2.15
H 4.89 -3.54 2.08
H -2.93 2.20 -1.95
H -3.92 1.62 -0.43
H -0.73 -1.40 0.71
H -0.58 1.87 0.50
H -2.68 2.88 -0.26
H -0.54 1.61 -2.24
H 3.43 -2.97 1.58
H 3.78 -1.06 1.02
H 2.10 -0.72 1.57
H -1.85 0.57 -2.94
*
```

Summary:
HOMO ... -0.12833 Eh

--- Q ---
Formula: C4H14NO3
Source: the Open Molecules 2025 dataset
Level of theory: ωB97M-V/def2-TZVPD

Structure (ORCA input):
```
! RIJCOSX wB97M-V def2-TZVPD def2/J DEFGRID3
* xyz -1 1
O 3.03 -2.31 0.98
O 1.80 0.47 -2.93
O 1.88 -0.51 -0.45
N -0.86 -0.81 -0.90
C -1.40 0.46 1.12
C -2.69 1.18 0.74
C -0.41 0.30 -0.07
C 1.04 0.10 0.44
H 0.95 -0.44 1.40
H -2.58 2.25 0.96
H 1.36 1.14 0.68
H 2.62 -1.89 1.75
H 2.69 -1.69 0.25
H -1.60 -0.55 1.43
H -0.93 -0.56 -1.88
H -0.52 1.20 -0.66
H -0.12 -1.51 -0.89
H -3.47 0.84 1.42
H -2.97 1.16 -0.31
H 2.07 0.19 -2.00
H -0.87 1.01 1.90
H 0.99 -0.04 -2.98
*
```

Summary:
HOMO ... -0.15682 Eh

The winner here is Q, beating the second structure by 2.493 eV.